The following is a quantum chemistry calculation of 40 unconnected molecules or ions with the total composition H80O40, from the Open Molecules 2025 dataset.

Expectation value of S²   0.75
LUMO energy (spin up / spin down)   1.31 / 1.35 eV
HOMO energy (spin up / spin down)   -0.7 / -8.5 eV
Net charge   -1
Energy above the lowest of the compared OMol25 structures with the same formula, charge and spin   51.5 kcal/mol
Multiplicity   2

Last column: Löwdin spin population.
Geometry (Å):
H 1.17439 5.34393 -2.08307  0.002
H 2.08303 5.41701 -0.91020  0.001
O 1.68182 5.99111 -1.57838  0.004
H 1.90115 -3.36075 1.49422  0.007
H 0.99908 -2.68088 0.59512  0.005
O 1.75453 -2.46085 1.15233  0.023
H -2.91780 2.59302 0.11658  0.003
H -3.01791 2.87729 -1.26825  0.004
O -2.44714 3.15403 -0.52479  0.008
H 5.23040 -4.03565 1.10344  0.005
H 4.33906 -2.75560 1.05374  0.008
O 5.09891 -3.18349 0.76275  0.020
H 0.58275 -3.27744 -4.19465  0.006
H -1.07054 -3.45486 -4.38076  0.010
O -0.19149 -3.80603 -4.35054  0.018
H -1.56985 2.83261 -3.48934  0.003
O -1.58593 1.94626 -3.06166  0.012
H -2.51631 -4.80624 -1.29792  0.003
O -2.85542 -5.66139 -1.61086  0.008
H -0.48646 4.48313 -3.22229  0.002
H -0.27791 4.55523 -4.83157  0.002
O -0.62001 4.06353 -4.08918  0.007
H 1.38575 0.28242 -3.42344  0.008
H 1.12630 -1.20353 -3.52692  0.006
O 0.83811 -0.43389 -2.98827  0.019
H -1.23828 1.66595 -0.81212  0.003
H 0.13757 0.99806 -0.99530  0.005
O -0.67945 0.98974 -0.46898  0.012
H 0.27529 4.40304 -0.74549  0.003
H -1.05261 3.90827 -1.33128  0.002
O -0.13389 4.14644 -1.56935  0.007
H 1.17935 2.26730 -1.91895  0.006
O 1.73747 1.64336 -1.45216  0.024
H -5.03597 -3.01578 0.93814  0.004
H -4.59360 -2.30051 -0.25448  0.007
O -4.21519 -2.66608 0.55495  0.016
H -2.13806 5.28503 -1.24051  0.002
H -3.65876 5.41197 -0.99001  0.002
O -2.86865 5.89724 -1.21555  0.004
H -2.44588 2.57034 2.94871  0.002
H -3.47182 2.62919 1.73129  0.002
O -3.19022 3.03517 2.55250  0.005
H 3.29538 2.87408 -0.23973  0.004
H 2.70582 3.80803 0.66367  0.003
O 2.97447 3.82090 -0.28731  0.010
H -4.89216 0.94753 -3.25675  0.005
H -3.32767 1.26686 -3.39344  0.003
O -4.19907 1.35326 -3.77833  0.012
H 4.42430 1.02599 0.32136  0.006
H 3.25083 0.39952 0.56307  0.011
O 3.49169 1.33221 0.51649  0.020
H 0.70443 2.36050 -3.64414  0.005
O 1.10255 1.86547 -4.37279  0.020
H 1.50119 -1.50137 4.10756  0.006
H 1.10276 -0.12107 4.11205  0.003
O 1.78243 -0.67422 4.53694  0.012
H 1.07699 -4.52065 3.58259  0.003
O 1.16332 -4.73157 4.53582  0.011
H -1.30740 -1.93810 -1.24389  0.009
H 0.05013 -1.16789 -1.27297  0.006
O -0.36097 -2.03787 -1.20411  0.019
H 1.98200 -1.54030 -1.83769  0.008
H 3.11838 -0.53657 -1.70562  0.012
O 2.93708 -1.48063 -1.65807  0.028
H -4.12627 -1.27892 -2.55222  0.011
H -2.70765 -0.61632 -2.57495  0.013
O -3.47111 -0.82679 -2.02725  0.030
H -0.15837 -4.20510 1.97780  0.005
H -0.48323 -5.60711 1.82180  0.003
O 0.30494 -5.05441 1.94894  0.011
H -2.00162 -1.91388 3.16852  0.003
H -2.71708 -2.11473 1.83451  0.004
O -2.84167 -2.20899 2.78670  0.007
H 5.36436 0.57529 -3.51035  0.025
H 5.38857 -0.67140 -2.71928  0.024
O 4.75236 -0.08047 -3.15244  0.063
H 5.25528 -0.38737 -1.18203  0.011
H 5.04987 -1.48877 -0.28481  0.007
O 5.31732 -0.54398 -0.22767  0.027
H 0.59686 -1.48007 6.12718  0.001
H 0.11102 -2.74136 5.18663  0.003
O -0.07843 -2.11552 5.85970  0.005
H 1.22172 2.28583 0.91311  0.003
H 0.71913 1.32865 1.99383  0.004
O 0.74738 2.26300 1.76079  0.010
H -2.67967 -3.87307 3.04396  0.002
H -2.44307 -4.27969 4.44608  0.001
O -2.52889 -4.68864 3.57707  0.004
H -2.93623 0.00847 1.45815  0.004
O -3.62526 0.64843 1.23475  0.013
H -1.22769 -0.58821 -5.79185  0.008
H -0.11995 -0.57832 -4.72882  0.007
O -0.44762 -0.10471 -5.51161  0.019
H 0.39566 1.60327 -4.98207  0.004
H -0.78701 1.44513 -3.21795  0.006
H 1.65197 -3.97637 4.89311  0.003
H -3.54165 -5.80164 -0.94297  0.002
H 2.57380 1.40285 -1.83761  0.016
H -4.42205 0.12525 1.34175  0.005
O -1.80939 0.02189 4.62733  0.005
H -1.36814 -0.64149 5.15972  0.001
H -1.46743 0.35970 3.80266  0.003
O 2.59002 -2.42001 -4.18293  0.028
H 3.25586 -1.73032 -4.06613  0.012
H 2.92022 -3.16336 -3.70187  0.013
O -1.14204 3.35349 5.36242  0.002
H -0.31211 3.81481 5.56579  0.000
H -1.43940 4.03990 4.73144  0.000
O -2.09419 5.10382 3.56471  0.002
H -1.49694 5.62585 3.02945  0.001
H -2.84239 4.66276 3.14135  0.000
O -0.78789 -4.17957 -0.28123  0.013
H -0.09484 -3.77026 -0.81608  0.006
H -0.67847 -5.10647 -0.06660  0.003
O -0.67486 -0.83116 1.55605  0.015
H 0.14604 -1.14633 1.22133  0.006
H -1.15415 -0.03965 1.26138  0.004
O 4.13886 0.70646 4.88456  0.006
H 3.41981 0.23024 4.43849  0.002
H 4.96343 0.55753 4.41551  0.002

Forces on the atoms, in the same order (eV/Å):
0.3 0.5 -0.2
0.6 0.1 -0.2
0.0 0.1 0.1
0.4 0.2 0.2
-0.3 0.3 -0.7
-0.1 -0.7 0.5
0.8 0.2 0.5
0.6 0.4 -0.5
-1.8 -0.9 -0.3
-0.3 -1.6 0.9
-2.3 0.5 1.2
2.4 1.0 -2.0
-0.3 1.1 0.0
0.0 1.1 0.3
0.3 -2.2 -0.4
0.5 -1.0 -0.4
-1.4 0.1 0.7
0.5 -0.1 -0.3
-0.5 0.4 0.6
0.5 0.5 -0.5
0.1 0.5 0.1
-0.5 -0.1 0.0
-0.8 -0.3 0.5
0.0 -0.1 0.5
0.6 0.1 -1.5
-0.6 0.9 -0.6
-0.1 0.0 0.3
0.5 -1.3 0.4
0.2 0.2 0.5
0.6 -0.6 0.2
-1.0 -0.6 -0.1
0.8 0.6 -0.4
-1.1 -0.5 1.2
0.5 -0.1 0.5
0.7 0.3 -0.3
-1.2 -0.1 -0.4
-0.1 -0.1 0.2
0.0 -0.4 0.2
-0.1 1.0 -0.3
0.0 -0.2 -0.3
0.1 -0.6 0.7
-0.5 0.7 0.2
-0.4 0.9 -0.8
0.2 0.7 -0.7
0.1 -1.1 1.9
0.5 -0.1 0.4
0.3 -0.1 0.5
-0.9 0.6 -1.1
-0.5 1.1 0.3
-1.4 -0.2 0.2
2.2 -1.3 -0.1
-0.1 0.4 -0.9
0.7 -0.1 0.1
0.7 0.0 0.2
0.3 0.5 0.5
-0.8 -0.2 -1.0
-0.1 -0.8 0.5
0.2 1.0 -0.3
-0.6 0.3 0.2
-0.5 0.2 -0.2
1.3 0.2 -0.1
0.6 0.1 0.1
-0.1 0.0 -0.1
-0.1 -0.4 0.7
0.0 -0.2 -0.7
-0.1 -0.1 -0.3
0.2 0.0 1.1
0.1 0.2 -0.2
0.4 -0.4 0.5
-0.4 0.1 0.1
-0.2 0.3 -0.1
0.0 -0.2 -0.1
0.2 0.3 0.0
-0.2 0.4 -0.3
-0.1 -0.5 -0.5
0.4 0.1 0.1
0.1 0.9 0.4
0.3 0.3 0.8
0.0 -1.0 -0.9
0.4 -0.6 -0.8
0.9 -0.7 -0.7
-1.8 1.0 1.8
-0.2 -0.3 0.2
0.0 0.0 -0.2
0.2 0.4 0.0
-0.2 -0.4 0.2
0.1 -0.4 0.2
0.1 0.2 -0.2
-0.2 0.0 0.0
0.3 0.0 -0.3
-0.2 0.0 -0.1
-0.2 0.2 -0.1
0.1 -0.1 0.0
-0.1 0.0 0.0
0.2 -0.1 -0.4
0.2 -0.4 0.2
0.0 -0.3 -0.3
0.4 0.5 -0.8
-0.3 -0.1 0.0
-1.8 0.7 0.5
1.0 -0.2 -0.6
0.9 -0.6 0.2
-0.7 0.5 -1.1
0.1 0.1 0.2
0.4 -0.7 0.7
0.8 0.9 -0.1
0.1 -0.8 0.5
-0.8 -0.3 -0.2
0.3 0.8 1.4
-0.5 -0.2 -0.6
0.4 0.1 -0.9
-1.1 0.0 0.4
0.0 -0.6 -0.1
0.7 0.0 -0.6
-2.3 -0.2 2.7
0.9 0.7 -1.1
1.9 -0.3 -1.2
0.1 0.2 0.2
0.4 0.0 0.1
-0.2 -0.1 -0.2